# 1
# C32H64O16

A molecular structure, C32H64O16 in a non-equilibrium geometry (wB97M-V/def2-TZVPD, the Open Molecules 2025 dataset).

Properties
Calculated total energy: -2460.5673 Ha
2S+1: 1
ΔE to the lowest compared entry with this formula, charge and spin: 664.58 kcal per mole
Max |F|: 15.1 eV/Å

Geometry as XYZ:
```
112
Properties=species:S:1:pos:R:3:forces:R:3:lowdin_charge:R:1
O 4.978 2.203 -0.609 -3.24 0.01 -1.46 0.055
C 3.750 2.105 -0.603 0.97 0.93 0.81 -0.346
O 2.960 2.491 -1.627 0.58 0.70 0.87 -0.079
C 3.527 2.822 -2.886 1.96 1.42 0.33 -0.156
C 3.627 4.377 -3.174 -1.63 -0.47 0.90 -0.025
C 2.909 1.615 0.607 2.92 2.70 -0.82 0.013
H 2.975 2.220 -3.607 0.36 0.41 -0.17 0.103
H 4.568 2.538 -2.728 0.10 -0.51 -0.94 0.109
H 4.023 4.940 -2.329 0.83 -0.52 0.07 0.077
H 2.640 4.839 -3.171 -0.45 -0.26 -0.55 0.047
H 4.121 4.676 -4.099 0.13 -0.47 0.10 0.076
H 2.657 0.561 0.488 2.40 3.99 -0.15 -0.010
H 1.998 2.175 0.819 1.05 0.26 -0.50 0.080
H 3.532 1.746 1.492 -0.60 0.85 -1.01 0.080
O 0.724 2.397 -2.200 -3.27 7.09 -4.59 -0.056
C 0.009 3.174 -2.800 -1.34 0.60 -1.01 -0.356
O -0.554 2.982 -4.071 0.01 2.68 4.12 -0.011
C -0.646 1.813 -4.755 2.01 -1.40 -2.76 -0.246
C 0.777 1.426 -5.179 0.78 -0.67 -0.03 -0.059
C -0.453 4.565 -2.258 1.21 -0.03 -0.24 0.030
H -1.277 2.112 -5.592 0.00 -0.49 -0.20 0.130
H -1.023 0.868 -4.365 -0.62 0.62 1.19 0.125
H 1.392 1.413 -4.279 -0.35 -0.65 0.23 0.036
H 1.425 2.050 -5.794 -0.88 0.60 -0.56 0.080
H 0.782 0.433 -5.627 0.09 -0.10 0.05 0.079
H 0.220 5.300 -2.700 -0.28 0.17 -0.59 0.085
H -0.224 4.701 -1.200 0.19 -0.38 -0.08 0.078
H -1.502 4.833 -2.380 0.18 -0.32 -0.53 0.105
O -2.980 1.819 -2.276 1.32 -0.11 1.82 0.081
C -2.679 1.089 -1.323 -1.06 0.88 -1.52 -0.475
O -1.991 1.408 -0.215 0.45 2.15 -1.91 -0.063
C -1.350 2.728 -0.097 0.82 -0.67 1.58 -0.115
C -0.037 2.570 0.748 -0.19 0.06 -1.19 -0.053
C -3.162 -0.323 -1.315 -0.43 0.64 -3.15 -0.008
H -2.029 3.411 0.413 -0.28 -0.09 -0.18 0.134
H -1.000 3.169 -1.030 -1.21 -1.07 0.79 0.035
H 0.521 3.505 0.781 -0.45 0.52 0.08 0.093
H 0.642 1.958 0.154 -1.24 0.68 -0.07 0.008
H -0.014 2.132 1.746 -0.84 0.14 -0.03 0.100
H -2.346 -1.033 -1.448 0.04 0.27 0.37 0.118
H -3.749 -0.409 -2.229 0.06 0.06 -0.32 0.106
H -3.832 -0.560 -0.488 0.92 0.40 -2.60 0.024
O 0.361 -2.895 0.035 4.34 -9.70 -3.46 -0.020
C 1.143 -3.166 -0.883 -4.20 1.37 -0.58 -0.443
O 2.107 -4.035 -0.971 1.43 -1.39 0.88 0.006
C 2.421 -4.917 0.140 0.65 0.08 -0.06 -0.179
C 3.921 -5.137 0.042 0.87 0.20 0.06 -0.071
C 1.003 -2.366 -2.196 0.90 -0.33 1.54 0.044
H 1.871 -5.854 0.048 -0.22 0.17 -0.17 0.123
H 2.177 -4.436 1.087 -0.26 -0.02 -0.13 0.119
H 4.455 -4.337 0.555 -0.04 0.18 -0.04 0.068
H 4.282 -5.119 -0.986 -0.33 0.02 -0.14 0.078
H 4.343 -6.051 0.460 -0.60 -0.21 0.22 0.075
H 1.990 -2.349 -2.659 -0.21 -0.27 -0.62 0.095
H 0.872 -1.356 -1.807 -0.67 -1.50 -0.61 0.011
H 0.176 -2.629 -2.855 0.19 -0.26 0.14 0.099
O 4.188 1.207 3.207 0.66 -0.31 -0.48 0.091
C 4.279 0.400 2.296 -0.12 -0.93 2.74 -0.575
O 5.302 0.305 1.459 -2.21 -2.02 -1.14 0.034
C 6.101 1.374 1.277 4.95 2.37 2.16 -0.304
C 7.242 1.276 2.312 -0.14 -0.47 0.35 -0.057
C 3.239 -0.667 2.094 0.33 -0.05 0.53 0.051
H 5.668 2.350 1.497 -0.54 -0.34 -0.30 0.130
H 6.628 1.425 0.324 -0.81 -0.62 0.04 0.122
H 6.844 1.505 3.300 0.29 0.45 0.04 0.070
H 8.092 1.886 2.005 -0.10 0.24 0.32 0.075
H 7.604 0.253 2.417 0.08 -0.18 -0.35 0.073
H 3.718 -1.647 2.095 -0.29 -0.08 -0.09 0.110
H 2.730 -0.427 1.161 1.24 -2.12 2.34 0.010
H 2.461 -0.557 2.850 0.31 -0.25 0.25 0.122
O -1.275 -0.019 1.430 4.18 -1.22 -0.50 0.045
C -0.800 -0.993 0.844 0.75 -0.28 2.50 -0.330
O 0.406 -1.130 0.241 -0.73 7.38 1.21 -0.065
C 1.310 -0.072 -0.079 -4.09 -0.29 -0.46 -0.229
C 0.992 0.517 -1.430 1.96 -2.09 0.51 -0.051
C -1.488 -2.371 1.026 4.17 1.55 4.14 -0.039
H 2.330 -0.445 0.013 -1.35 -1.95 -2.11 0.109
H 1.254 0.719 0.669 -1.25 -1.75 -0.07 0.075
H 1.303 -0.157 -2.229 -0.42 0.70 -0.05 0.086
H 1.611 1.368 -1.713 0.65 -2.45 1.98 0.047
H -0.013 0.911 -1.579 0.03 -1.50 0.72 0.113
H -2.350 -2.033 1.601 1.84 -0.85 0.91 0.071
H -0.853 -2.948 1.699 0.29 -0.15 -0.14 0.126
H -1.704 -2.781 0.040 2.39 -1.19 1.18 0.122
O -3.055 -2.229 0.124 -13.19 -4.94 -5.31 -0.243
C -4.089 -2.960 0.021 2.50 0.04 0.79 -0.397
O -4.794 -3.489 1.050 1.18 1.38 0.40 0.026
C -4.467 -3.199 2.466 -2.80 -4.77 -0.36 -0.142
C -5.771 -2.660 3.131 0.72 -0.74 -0.14 -0.015
C -4.713 -3.445 -1.247 0.62 0.37 -0.70 0.042
H -3.616 -2.550 2.675 0.76 -6.94 -1.11 0.051
H -4.153 -4.180 2.825 -0.43 -0.23 0.29 0.138
H -6.746 -3.136 3.024 0.44 -0.82 -1.05 0.087
H -5.898 -1.646 2.751 -0.22 -0.26 0.61 0.085
H -5.633 -2.794 4.203 0.24 0.92 0.03 0.083
H -3.976 -3.673 -2.017 0.23 0.49 0.05 0.094
H -5.229 -2.518 -1.497 -0.55 -0.28 -0.83 0.097
H -5.354 -4.326 -1.236 -0.21 0.40 0.70 0.091
O -4.481 -1.109 5.309 -0.32 0.28 -1.21 0.086
C -4.986 -0.261 4.588 2.26 -0.03 1.12 -0.542
O -4.759 -0.108 3.277 -1.05 1.88 0.58 -0.032
C -3.685 -0.717 2.575 1.51 2.86 0.04 -0.157
C -3.621 -0.248 1.099 -2.13 0.42 3.05 -0.084
C -5.702 0.905 5.175 -1.17 -0.24 1.12 0.015
H -3.806 -1.789 2.731 -0.50 8.09 0.05 -0.026
H -2.736 -0.388 2.999 -0.14 0.05 0.46 0.145
H -3.701 0.822 0.907 -0.06 0.03 1.03 0.125
H -4.488 -0.664 0.585 -0.68 -0.05 1.01 0.099
H -2.708 -0.593 0.613 -2.19 1.10 1.49 0.035
H -5.924 0.759 6.232 0.33 -0.67 0.09 0.083
H -6.715 0.981 4.778 0.32 0.86 -0.69 0.090
H -5.045 1.773 5.221 -0.39 0.25 -0.92 0.097
```
Positions in Å, forces in eV/Å.

***

# 2
# C32H64O64S16

A molecular structure, C32H64O64S16 in a non-equilibrium geometry (wB97M-V/def2-TZVPD, the Open Molecules 2025 dataset).

Properties
Calculated total energy: -12443.6875 Ha
2S+1: 1
ΔE to the lowest compared entry with this formula, charge and spin: 3.14 kcal per mole
Max |F|: 4.7 eV/Å

Geometry as XYZ:
```
176
Properties=species:S:1:pos:R:3:forces:R:3:lowdin_charge:R:1
C 1.904 -3.757 -3.935 0.58 0.60 0.53 -0.122
C 1.826 -2.377 -3.263 -0.31 -0.80 -1.16 -0.105
O 0.412 -2.213 -3.135 -0.78 1.33 0.77 -0.198
S -0.438 -3.102 -4.094 -0.27 -0.72 -0.15 0.541
O -1.162 -2.316 -5.018 -0.29 0.31 -0.18 -0.198
O -1.125 -4.102 -3.342 -0.05 0.27 0.20 -0.213
O 0.782 -3.731 -4.813 0.57 -0.31 -1.77 -0.167
H 1.680 -4.585 -3.282 0.71 -0.19 0.60 0.102
H 2.865 -3.842 -4.454 -0.59 -0.43 -0.22 0.149
H 2.274 -1.594 -3.898 -0.38 -0.18 0.30 0.135
H 2.166 -2.358 -2.269 0.91 0.04 1.06 0.087
C -0.089 -6.545 -0.842 -0.89 -0.62 0.25 -0.105
C 0.099 -8.148 -0.855 -0.34 2.41 -2.31 -0.060
O 1.467 -8.319 -1.438 -1.25 0.82 1.76 -0.175
S 2.321 -7.017 -1.056 -2.01 0.25 -2.50 0.516
O 2.818 -6.517 -2.279 0.17 0.47 -0.90 -0.221
O 3.190 -7.191 -0.010 3.16 -1.21 3.31 -0.198
O 1.209 -6.105 -0.429 -0.24 -0.03 -0.85 -0.230
H -0.748 -6.130 -0.034 0.27 -0.80 -0.95 0.133
H -0.363 -6.100 -1.834 0.26 -0.53 0.80 0.124
H -0.579 -8.645 -1.541 0.09 0.14 -0.25 0.127
H -0.107 -8.535 0.097 0.78 -0.71 1.56 0.103
C -5.861 3.271 -4.115 0.41 -0.23 -0.15 -0.145
C -4.705 4.051 -3.546 1.84 -0.54 0.08 -0.151
O -5.285 5.276 -3.061 0.48 -0.09 -0.18 -0.161
S -6.753 5.000 -2.584 -2.37 3.09 -1.10 0.529
O -7.678 5.964 -3.126 1.32 -0.61 0.04 -0.232
O -6.807 4.845 -1.197 0.41 -0.70 2.38 -0.213
O -6.970 3.664 -3.282 -0.07 -2.22 -0.73 -0.158
H -5.723 2.183 -4.163 -0.24 0.54 0.48 0.114
H -6.026 3.637 -5.095 -0.58 0.22 -1.07 0.122
H -3.926 4.331 -4.287 -0.77 -0.17 0.27 0.134
H -4.174 3.475 -2.760 -0.51 0.59 0.04 0.121
C 1.797 -0.816 5.312 -0.44 1.59 -1.43 -0.055
C 1.095 -1.067 3.943 0.19 -0.47 0.82 -0.108
O -0.284 -1.284 4.373 0.14 -0.62 -0.13 -0.218
S -0.604 -0.503 5.690 0.14 -0.31 1.67 0.520
O -0.897 -1.361 6.797 0.30 -0.10 -0.97 -0.213
O -1.509 0.520 5.382 -1.37 1.41 -0.46 -0.218
O 0.807 0.175 5.886 1.42 -1.29 -0.24 -0.206
H 2.795 -0.335 5.308 -0.82 -0.24 -0.20 0.143
H 1.800 -1.739 5.853 -0.05 -0.36 0.74 0.120
H 1.367 -2.015 3.458 0.24 0.51 0.11 0.129
H 1.077 -0.219 3.260 0.41 -0.11 0.17 0.097
C -6.346 1.378 1.847 -1.65 -1.49 -1.91 -0.140
C -6.251 2.768 1.172 2.07 -0.67 1.94 -0.058
O -4.821 2.842 0.847 -0.20 0.24 -1.34 -0.182
S -4.035 2.096 1.919 1.07 0.25 1.46 0.458
O -3.924 2.912 3.060 0.09 1.50 1.48 -0.211
O -2.839 1.509 1.479 1.20 -0.63 -1.34 -0.205
O -5.052 0.991 2.244 -0.22 -1.01 0.15 -0.180
H -6.705 0.556 1.168 0.34 0.99 0.33 0.143
H -6.984 1.349 2.698 -0.48 0.38 0.74 0.122
H -6.417 3.524 1.927 -0.39 0.42 -0.20 0.135
H -6.655 2.946 0.234 -1.57 0.13 -1.34 0.092
C 6.420 -4.162 1.388 -1.08 -0.27 1.26 -0.076
C 5.189 -3.567 0.736 1.17 1.04 -0.57 -0.144
O 4.594 -2.782 1.769 -0.57 -0.03 -0.61 -0.196
S 5.365 -3.009 3.094 1.33 2.40 1.60 0.498
O 4.442 -3.164 4.117 -2.27 -0.38 2.22 -0.216
O 6.334 -1.951 3.261 -0.27 -1.24 -0.69 -0.224
O 5.970 -4.413 2.823 1.18 0.64 -2.14 -0.153
H 7.198 -3.408 1.372 0.46 -0.28 0.22 0.115
H 6.660 -5.106 1.016 0.76 -1.32 -0.64 0.123
H 4.439 -4.230 0.330 0.05 -0.19 -0.17 0.129
H 5.650 -2.853 0.041 -0.96 -0.45 -0.49 0.106
C 5.013 0.394 -4.786 1.36 -2.55 -0.69 -0.184
C 5.708 1.744 -4.848 0.36 -0.65 -1.01 -0.128
O 4.629 2.635 -5.123 1.03 1.37 -0.93 -0.163
S 3.322 2.151 -4.485 -0.88 -0.67 2.34 0.585
O 2.212 2.562 -5.252 -0.31 -0.08 -0.64 -0.204
O 3.291 2.445 -3.072 0.33 -0.44 -1.08 -0.232
O 3.627 0.585 -4.717 -1.36 1.05 0.54 -0.187
H 5.370 -0.290 -3.995 -0.23 0.61 -0.11 0.114
H 5.187 -0.146 -5.759 -0.14 0.51 0.90 0.149
H 6.353 1.640 -5.729 -0.09 0.88 0.22 0.141
H 6.289 2.090 -4.013 -0.07 -0.08 0.60 0.129
C 2.291 -6.546 3.381 0.62 1.14 -0.94 -0.156
C 1.892 -5.302 2.561 -0.71 -2.55 -1.29 -0.117
O 0.534 -5.647 2.159 -0.87 -0.44 0.45 -0.219
S -0.213 -6.290 3.434 2.17 -0.06 0.09 0.640
O -1.137 -7.311 3.061 0.55 0.89 -0.02 -0.207
O -0.498 -5.222 4.315 -1.16 0.35 0.51 -0.212
O 1.137 -6.945 4.089 -0.95 -0.29 -0.30 -0.175
H 3.091 -6.213 4.020 0.16 -0.29 0.78 0.129
H 2.638 -7.349 2.751 0.04 -0.28 -0.28 0.122
H 2.399 -5.183 1.608 0.32 0.00 0.25 0.114
H 1.903 -4.442 3.145 -0.11 1.66 0.99 0.090
C -0.783 -0.741 0.358 -0.51 -0.45 -0.50 -0.072
C -0.044 0.380 -0.335 -0.24 -0.28 -0.23 -0.142
O 1.231 -0.169 -0.758 -0.85 -0.02 0.67 -0.156
S 1.698 -1.065 0.473 0.81 3.01 -0.47 0.547
O 2.348 -0.133 1.352 -0.37 -0.94 0.36 -0.230
O 2.421 -2.138 -0.048 0.99 -1.95 -0.42 -0.195
O 0.310 -1.524 0.972 -0.84 -0.02 0.54 -0.173
H -1.301 -1.435 -0.343 0.29 0.45 0.72 0.134
H -1.456 -0.310 1.124 0.38 -0.65 -0.35 0.116
H -0.058 1.227 0.316 1.17 0.66 0.63 0.106
H -0.495 0.737 -1.211 -0.93 0.16 -1.32 0.109
C -3.055 -0.869 -3.230 0.61 0.00 0.85 -0.112
C -3.736 -2.098 -2.654 0.10 -0.04 0.12 -0.147
O -5.074 -1.631 -2.325 0.69 -0.86 -1.04 -0.163
S -4.947 -0.182 -1.705 0.40 -2.03 -0.35 0.552
O -4.752 -0.397 -0.320 -0.23 1.03 0.86 -0.206
O -5.993 0.565 -2.273 -0.82 1.16 0.28 -0.193
O -3.579 0.217 -2.352 1.03 -0.10 -0.76 -0.210
H -3.358 -0.641 -4.263 0.35 -0.06 0.41 0.133
H -1.935 -0.940 -3.070 -1.46 0.48 -0.39 0.120
H -3.253 -2.514 -1.787 0.25 0.52 0.96 0.100
H -3.676 -2.973 -3.280 -0.91 0.05 -0.91 0.129
C -0.895 1.622 -4.532 -2.01 -1.16 -0.46 -0.085
C -0.968 3.104 -4.837 -1.04 -1.18 0.94 -0.131
O -2.088 3.300 -5.693 0.99 0.98 0.38 -0.166
S -2.614 2.000 -6.325 -1.77 -1.84 -0.14 0.585
O -2.421 2.062 -7.714 0.51 -0.36 -1.04 -0.199
O -3.962 1.807 -5.858 0.90 -0.19 0.23 -0.234
O -1.606 0.907 -5.651 -0.23 2.29 0.34 -0.192
H -1.488 1.424 -3.623 0.58 -0.26 -0.18 0.111
H 0.090 1.212 -4.576 0.55 -0.12 0.43 0.113
H -0.036 3.388 -5.185 1.42 1.19 -1.42 0.093
H -1.237 3.613 -3.952 0.15 0.72 1.07 0.104
C 0.362 5.622 -0.845 -0.90 -0.70 0.29 -0.082
C 0.797 4.464 0.045 0.68 -0.81 1.00 -0.131
O -0.431 3.739 0.339 -0.45 0.08 -0.62 -0.235
S -1.641 4.216 -0.643 1.51 -1.80 1.32 0.568
O -2.444 5.013 0.192 -0.99 0.85 -0.08 -0.188
O -2.171 3.104 -1.355 -0.12 0.11 -0.09 -0.223
O -0.718 4.987 -1.616 0.15 1.05 -0.64 -0.190
H 1.052 5.947 -1.589 0.67 0.21 -0.24 0.132
H -0.065 6.443 -0.283 0.00 0.28 0.10 0.115
H 1.198 4.758 1.076 -0.26 -0.24 -1.86 0.142
H 1.453 3.724 -0.500 -0.36 1.02 0.73 0.147
C 6.567 1.582 -0.034 -1.31 0.36 0.86 -0.104
C 5.642 0.503 0.770 2.16 0.62 -1.40 -0.068
O 5.606 -0.535 -0.245 -0.80 -0.41 -0.88 -0.245
S 6.981 -0.685 -1.018 -0.34 0.90 0.93 0.574
O 6.780 -1.213 -2.324 -0.26 0.49 0.10 -0.223
O 7.881 -1.341 -0.145 0.68 -0.51 0.28 -0.210
O 7.345 0.879 -1.039 -0.61 -0.68 0.05 -0.204
H 7.260 2.180 0.589 -0.45 -0.59 -0.25 0.136
H 5.862 2.247 -0.562 0.50 -0.17 0.08 0.123
H 4.600 0.861 0.941 1.04 -0.44 0.11 0.117
H 6.223 0.056 1.595 -0.80 0.52 0.16 0.120
C -3.236 -1.842 3.151 1.23 -0.17 -0.05 -0.136
C -3.066 -3.167 3.927 -0.40 0.12 -1.30 -0.079
O -2.515 -3.943 2.819 0.57 -0.37 0.26 -0.233
S -3.316 -3.673 1.490 0.83 0.32 0.32 0.562
O -4.415 -4.544 1.454 -1.41 -0.50 -0.23 -0.197
O -2.408 -3.690 0.388 0.11 0.37 0.12 -0.234
O -3.770 -2.189 1.856 0.00 -0.81 -0.16 -0.191
H -2.249 -1.392 2.960 -0.31 -0.19 0.36 0.108
H -3.882 -1.106 3.533 -0.86 0.73 0.76 0.115
H -4.024 -3.642 4.212 0.46 0.40 0.07 0.145
H -2.324 -3.182 4.732 -0.24 0.14 -0.29 0.125
C -3.327 6.633 2.817 0.79 -0.50 -1.01 -0.120
C -2.072 5.978 3.424 0.29 1.03 -0.82 -0.107
O -1.021 6.605 2.609 0.48 -0.22 0.42 -0.228
S -1.339 8.148 2.516 -1.53 0.84 -1.83 0.604
O -0.910 8.588 1.209 0.23 -0.32 1.69 -0.240
O -1.108 8.885 3.714 1.00 -0.38 -0.31 -0.217
O -2.927 7.981 2.472 0.29 -0.38 -0.11 -0.193
H -4.135 6.776 3.489 -0.76 -0.41 0.58 0.125
H -3.582 6.108 1.881 -0.20 0.25 0.54 0.116
H -1.914 4.913 3.331 -0.57 -0.11 -0.20 0.103
H -1.880 6.316 4.418 -0.12 0.03 0.96 0.117
C 1.363 3.500 4.668 -0.86 0.35 -1.77 -0.098
C 0.421 2.938 3.541 -2.62 -0.07 1.85 -0.154
O 1.188 2.502 2.451 0.65 0.44 0.21 -0.198
S 2.693 2.842 2.796 0.05 0.98 -1.51 0.553
O 3.224 3.403 1.602 0.70 -0.08 0.46 -0.221
O 3.231 1.723 3.437 1.28 -1.56 0.67 -0.197
O 2.508 3.959 3.911 -0.29 -0.04 -0.81 -0.168
H 1.659 2.658 5.237 0.31 -0.39 1.24 0.098
H 0.965 4.379 5.191 0.08 -0.63 0.01 0.149
H -0.281 3.693 3.165 0.27 -0.13 0.11 0.107
H -0.183 2.076 3.939 0.53 0.86 -0.31 0.131
```
Positions in Å, forces in eV/Å.

***

- calculated total energy of number 2 (C32H64O64S16)?
  -12443.6875 Ha

***

- What is the formula in the first record?
  C32H64O16